C24H23Cl2FN3O12P2Pt as an isolated structure. Source: the Open Molecules 2025 dataset; level of theory: ωB97M-V/def2-TZVPD.

Output
orbital gap (alpha / beta) = 6.257 / 5.870 eV
total energy = -103882.7692 eV
energy above the lowest of the compared OMol25 structures with the same formula, charge and spin = 152.1 kJ/mol
LUMO (alpha / beta) = -3.38 / -4.97 eV
HOMO (alpha / beta) = -9.6406 / -10.8407 eV
<S²> = 6.02

```
! wB97M-V def2-TZVPD RIJCOSX def2/J DEFGRID3
* xyz 1 5
Pt -0.483 0.037 -2.850
F -2.717 0.735 3.598
C -1.463 0.471 3.173
C -1.186 0.596 1.842
C 0.113 0.383 1.376
C 0.385 0.535 -0.057
O -0.565 0.886 -0.791
C 1.730 0.272 -0.470
C 2.647 -0.050 0.488
N 2.395 -0.204 1.804
C 3.473 -0.522 2.712
C 3.509 -1.883 3.352
C 4.505 -1.520 2.292
C 1.115 0.024 2.283
C 0.803 -0.120 3.639
C -0.482 0.102 4.105
N -0.748 -0.075 5.487
C 0.052 0.655 6.456
C 0.413 -0.315 7.589
N -0.671 -1.362 7.651
C -2.020 -0.742 7.437
C -2.106 -0.285 5.972
C 2.316 0.368 -1.886
O 3.530 0.351 -1.974
O 1.520 0.462 -2.893
H -1.960 0.878 1.141
H 3.671 -0.191 0.169
H 3.805 0.326 3.300
H 2.727 -2.574 3.068
H 3.844 -1.953 4.378
H 4.390 -1.993 1.327
H 5.526 -1.320 2.580
H 1.569 -0.441 4.330
H -0.495 1.520 6.849
H 0.961 1.034 5.996
H 0.461 0.170 8.562
H 1.348 -0.841 7.400
H -0.631 -1.872 8.532
H -0.507 -2.026 6.891
H -2.088 0.087 8.138
H -2.787 -1.472 7.682
H -2.733 0.610 5.933
H -2.583 -1.053 5.365
Cl 1.070 1.505 -9.861
C 0.414 1.580 -8.279
C 0.072 2.778 -7.736
C -0.406 2.792 -6.383
Cl -0.751 4.283 -5.672
C -0.578 1.623 -5.598
O -0.871 1.702 -4.385
C -0.452 0.274 -6.289
C 0.221 -1.935 -5.471
O 0.562 -2.613 -4.560
C 0.254 0.359 -7.588
H 0.191 3.709 -8.268
H -0.118 -2.293 -6.451
H 0.569 -0.559 -8.062
O -2.971 0.901 -6.960
P -2.179 -0.415 -6.563
O -2.191 -1.489 -7.553
O 0.231 -0.571 -5.339
O -2.524 -0.775 -5.099
P -3.498 -0.403 -3.779
O -3.802 1.142 -4.023
O -4.712 -1.200 -3.808
O -2.480 -0.533 -2.659
H -3.619 0.757 -7.663
H -3.017 1.700 -3.930
*
```

---

One molecule with the formula C24H23F2N3O4S at a distorted geometry. Source: the Open Molecules 2025 dataset; level of theory: ωB97M-V/def2-TZVPD.

Output
orbital gap = 8.625 eV
total energy = -54191.2846 eV
energy above the lowest of the compared OMol25 structures with the same formula, charge and spin = 15.4 kJ/mol
LUMO = 0.03 eV
structure (SMILES) = Cc1ccc(S(=O)(=O)N(C)Cc2ccc(C(=O)N/N=C/c3ccc(OC(F)F)cc3)cc2)cc1
HOMO = -8.5949 eV

```
! wB97M-V def2-TZVPD RIJCOSX def2/J DEFGRID3
* xyz 0 1
C -3.082 -3.337 -0.421
C -1.979 -2.950 0.512
C -1.383 -1.695 0.440
C -0.345 -1.354 1.291
C 0.087 -2.272 2.228
C -0.493 -3.522 2.324
C -1.522 -3.859 1.463
H -1.979 -4.835 1.528
H -0.131 -4.206 3.075
S 1.442 -1.850 3.316
O 1.416 -2.731 4.451
O 2.656 -1.770 2.554
N 1.023 -0.285 3.740
C -0.069 -0.195 4.672
H -0.558 0.774 4.568
H -0.781 -0.982 4.427
H 0.259 -0.332 5.709
C 2.094 0.691 3.865
C 1.919 1.749 2.810
C 1.456 3.022 3.114
C 1.276 3.956 2.112
C 1.532 3.624 0.783
C 2.000 2.348 0.476
C 2.191 1.424 1.484
H 2.567 0.436 1.262
H 2.233 2.086 -0.544
C 1.368 4.696 -0.226
O 1.528 5.875 0.021
N 1.024 4.336 -1.508
N 0.662 3.115 -1.902
C 0.343 2.918 -3.119
C -0.066 1.616 -3.597
C -0.204 0.530 -2.730
C -0.611 -0.705 -3.196
C -0.882 -0.864 -4.548
C -0.739 0.201 -5.428
C -0.336 1.430 -4.955
H -0.229 2.258 -5.641
H -0.952 0.043 -6.473
O -1.301 -2.063 -5.139
C -1.805 -3.048 -4.396
F -2.825 -2.640 -3.598
F -0.908 -3.615 -3.547
H -2.181 -3.839 -5.064
H -0.705 -1.526 -2.503
H 0.012 0.672 -1.683
H 0.364 3.731 -3.856
H 0.978 5.115 -2.173
H 0.936 4.955 2.339
H 1.249 3.289 4.141
H 3.034 0.161 3.698
H 2.100 1.123 4.871
H 0.126 -0.384 1.246
H -1.739 -0.977 -0.284
H -3.901 -3.801 0.124
H -2.713 -4.062 -1.145
H -3.460 -2.477 -0.966
*
```

---

C24H23F4N5OPt as an isolated structure. Source: the Open Molecules 2025 dataset; level of theory: ωB97M-V/def2-TZVPD.

Output
orbital gap (alpha / beta) = 7.753 / 5.095 eV
total energy = -48856.7073 eV
energy above the lowest of the compared OMol25 structures with the same formula, charge and spin = 102.2 kJ/mol
LUMO (alpha / beta) = -6.59 / -9.24 eV
HOMO (alpha / beta) = -14.3473 / -14.3372 eV
<S²> = 6.05

```
! wB97M-V def2-TZVPD RIJCOSX def2/J DEFGRID3
* xyz 2 5
Pt -0.338 -0.126 -0.605
C -1.128 4.277 0.522
C -1.047 2.908 -0.073
N -0.471 1.929 0.504
N 0.138 1.887 1.647
C 0.558 0.700 2.158
O 0.357 -0.354 1.496
C 1.237 0.709 3.446
C 1.401 1.906 4.140
C 2.055 1.906 5.357
C 2.549 0.714 5.875
C 2.386 -0.481 5.184
C 1.727 -0.488 3.967
C -1.669 2.577 -1.376
C -2.433 3.489 -2.071
C -3.031 3.106 -3.265
C -2.848 1.817 -3.731
C -2.063 0.952 -2.987
N -1.484 1.324 -1.842
H -0.548 4.330 1.438
H -2.167 4.525 0.750
H -0.753 5.019 -0.184
H 1.007 2.829 3.731
H 2.180 2.829 5.906
H 3.062 0.718 6.829
H 2.763 -1.405 5.602
H 1.572 -1.412 3.425
H -2.570 4.491 -1.686
H -3.635 3.812 -3.821
H -3.297 1.480 -4.654
H -1.881 -0.062 -3.320
C 1.790 0.067 -2.774
N 1.788 -0.029 -1.302
C 2.542 1.092 -0.714
C 2.315 -1.318 -0.819
C 1.434 -2.492 -1.197
N 0.027 -2.200 -0.889
C -0.929 -3.133 -0.903
C -2.262 -2.776 -0.524
F -2.526 -1.518 -0.164
C -3.284 -3.676 -0.500
F -4.488 -3.271 -0.131
C -3.071 -5.005 -0.853
C -1.799 -5.395 -1.237
F -1.567 -6.648 -1.590
C -0.753 -4.507 -1.267
F 0.424 -4.953 -1.674
H 2.808 -0.031 -3.160
H 1.396 1.035 -3.071
H 1.173 -0.716 -3.211
H 3.571 1.087 -1.085
H 2.565 1.001 0.369
H 2.075 2.035 -0.993
H 2.385 -1.249 0.264
H 3.319 -1.487 -1.216
H 1.790 -3.352 -0.636
H 1.531 -2.748 -2.253
H -3.883 -5.721 -0.832
*
```

---

C24H23N2OS5V as an isolated structure at a distorted geometry. Source: the Open Molecules 2025 dataset; level of theory: ωB97M-V/def2-TZVPD.

Output
orbital gap (alpha / beta) = 6.820 / 6.767 eV
total energy = -110153.6350 eV
energy above the lowest of the compared OMol25 structures with the same formula, charge and spin = 106.8 kJ/mol
LUMO (alpha / beta) = -0.29 / -0.43 eV
HOMO (alpha / beta) = -7.1126 / -7.1954 eV
<S²> = 2.03

```
! wB97M-V def2-TZVPD RIJCOSX def2/J DEFGRID3
* xyz 0 3
V 0.402 -0.619 1.299
S -1.400 0.603 1.993
C -0.677 2.177 2.204
C -1.418 3.168 2.842
C -0.908 4.444 2.971
C 0.362 4.735 2.488
C 1.116 3.753 1.875
C 0.599 2.468 1.708
S 1.505 1.275 0.802
H -2.399 2.914 3.216
H -1.495 5.212 3.455
H 0.761 5.735 2.586
H 2.108 3.970 1.504
C 0.968 -0.805 5.841
S 0.099 -0.241 4.321
C -0.946 -1.751 4.205
O 1.161 -0.372 3.295
H 0.247 -0.840 6.650
H 1.752 -0.090 6.067
H 1.404 -1.782 5.666
H -1.405 -1.910 5.174
H -0.320 -2.594 3.916
H -1.716 -1.573 3.456
S -2.411 -2.087 -4.284
C -1.805 -1.561 -2.720
C -1.213 -0.314 -2.511
C -0.607 -0.059 -1.305
N -0.528 -0.952 -0.307
C -1.178 -2.117 -0.479
C -1.811 -2.459 -1.650
C -2.638 -0.509 -5.104
C -3.630 0.355 -4.664
C -3.786 1.555 -5.341
N -3.044 1.911 -6.376
C -2.101 1.081 -6.783
C -1.851 -0.147 -6.185
H -1.207 0.442 -3.278
H -0.135 0.902 -1.128
H -1.159 -2.803 0.364
H -2.297 -3.417 -1.741
H -4.250 0.097 -3.821
H -4.550 2.258 -5.042
H -1.514 1.412 -7.629
H -1.065 -0.794 -6.536
S 1.217 -2.748 1.596
C 2.533 -2.104 0.644
C 2.434 -2.052 -0.749
C 3.520 -1.633 -1.497
C 4.703 -1.269 -0.872
C 4.805 -1.331 0.511
C 3.726 -1.739 1.271
H 1.523 -2.385 -1.236
H 3.444 -1.606 -2.575
H 5.548 -0.944 -1.458
H 5.734 -1.065 0.998
H 3.792 -1.793 2.352
*
```

---

One molecule with the formula C24H23N3O5. Source: the Open Molecules 2025 dataset; level of theory: ωB97M-V/def2-TZVPD.

Output
orbital gap = 8.458 eV
total energy = -39969.5724 eV
energy above the lowest of the compared OMol25 structures with the same formula, charge and spin = 83.6 kJ/mol
LUMO = 0.10 eV
structure (SMILES) = COc1ccc(-c2cc(=O)oc3cc(OCC(=O)NCCCn4ccnc4)ccc23)cc1
HOMO = -8.3569 eV

```
! wB97M-V def2-TZVPD RIJCOSX def2/J DEFGRID3
* xyz 0 1
C -8.300 -2.437 1.242
H -8.787 -1.469 1.399
O -7.422 -2.402 0.143
C -6.373 -1.541 0.172
C -5.553 -1.541 -0.959
C -4.454 -0.715 -1.029
C -4.144 0.145 0.025
C -4.974 0.155 1.140
C -6.072 -0.682 1.225
H -6.684 -0.653 2.112
H -4.746 0.814 1.965
C -2.995 1.058 -0.054
C -3.150 2.382 0.195
C -2.067 3.333 0.077
O -2.147 4.516 0.297
O -0.854 2.836 -0.337
C -0.656 1.519 -0.552
C 0.633 1.136 -0.916
C 0.919 -0.204 -1.112
C -0.088 -1.164 -0.918
C -1.358 -0.781 -0.574
C -1.683 0.572 -0.406
H -2.120 -1.527 -0.417
H 0.167 -2.202 -1.052
O 2.133 -0.696 -1.463
C 3.173 0.210 -1.763
H 2.874 0.932 -2.530
H 3.986 -0.410 -2.159
C 3.712 0.967 -0.546
O 4.287 2.029 -0.646
N 3.490 0.337 0.624
H 3.113 -0.599 0.594
C 4.007 0.848 1.875
C 5.528 0.706 1.998
H 5.983 1.185 1.129
H 5.856 1.239 2.891
C 6.005 -0.747 2.097
N 5.675 -1.506 0.920
C 6.154 -1.315 -0.330
N 5.581 -2.097 -1.203
C 4.686 -2.839 -0.501
C 4.725 -2.485 0.817
H 4.187 -2.848 1.669
H 4.075 -3.572 -0.987
H 6.916 -0.599 -0.562
H 5.542 -1.237 2.959
H 7.091 -0.759 2.236
H 3.761 1.913 1.920
H 3.500 0.331 2.692
H 1.377 1.910 -1.016
H -4.108 2.798 0.461
H -3.844 -0.710 -1.920
H -5.806 -2.201 -1.774
H -7.784 -2.738 2.160
H -9.054 -3.182 0.993
*
```

---

C24H24BCoF2N6S3 as an isolated structure at a distorted geometry. Source: the Open Molecules 2025 dataset; level of theory: ωB97M-V/def2-TZVPD.

Output
orbital gap (alpha / beta) = 6.521 / 6.677 eV
total energy = -110459.5582 eV
energy above the lowest of the compared OMol25 structures with the same formula, charge and spin = 53.5 kJ/mol
LUMO (alpha / beta) = -4.38 / -4.49 eV
HOMO (alpha / beta) = -10.9036 / -11.1637 eV
<S²> = 0.77

```
! wB97M-V def2-TZVPD RIJCOSX def2/J DEFGRID3
* xyz 1 2
Co -1.188 1.764 0.486
C -4.576 0.427 -1.654
C -3.810 1.027 -0.672
N -2.470 1.013 -0.711
C -1.903 0.422 -1.817
C -2.717 -0.171 -2.782
N -4.025 -0.192 -2.697
C -0.458 0.485 -1.851
C 0.428 -0.148 -2.702
C 1.815 0.007 -2.521
C 2.254 0.807 -1.454
C 1.332 1.405 -0.618
N 0.011 1.256 -0.852
C 1.548 2.142 0.604
C 2.779 2.580 1.099
N 2.903 3.215 2.240
C 1.785 3.473 2.922
C 0.544 3.073 2.467
N 0.397 2.390 1.322
C 2.775 -0.704 -3.375
C 2.377 -1.377 -4.537
C 3.311 -2.091 -5.270
N 4.583 -2.153 -4.933
C 4.994 -1.506 -3.863
C 4.137 -0.778 -3.054
H -5.654 0.430 -1.608
H -4.281 1.517 0.165
H -2.288 -0.652 -3.648
H 0.043 -0.789 -3.478
H 3.305 0.948 -1.269
H 3.691 2.404 0.547
H 1.900 4.003 3.857
H -0.349 3.296 3.031
H 1.357 -1.357 -4.883
H 3.024 -2.633 -6.159
H 6.049 -1.575 -3.636
H 4.545 -0.301 -2.178
C -3.043 -0.635 3.052
C -2.860 -1.934 2.289
S -2.214 -1.691 0.593
C -0.891 -2.945 0.491
C 0.273 -2.737 1.442
S 0.899 -1.012 1.394
C 0.989 -0.580 3.160
C -0.335 -0.473 3.897
S -1.634 0.529 3.060
H -3.285 -0.846 4.096
H -3.847 -0.043 2.616
H -3.833 -2.418 2.194
H -2.179 -2.611 2.798
H -0.554 -2.864 -0.542
H -1.334 -3.932 0.639
H 1.099 -3.383 1.141
H 0.002 -2.964 2.472
H 1.513 0.375 3.165
H 1.620 -1.321 3.653
H -0.159 0.014 4.858
H -0.768 -1.453 4.081
F -2.794 4.099 -0.062
B -2.273 3.347 0.895
F -2.562 3.823 2.098
*
```

---

C24H24BF6IrN4O2Sb as an isolated structure. Source: the Open Molecules 2025 dataset; level of theory: ωB97M-V/def2-TZVPD.

Output
orbital gap (alpha / beta) = 7.657 / 4.530 eV
total energy = -61684.6798 eV
energy above the lowest of the compared OMol25 structures with the same formula, charge and spin = 0.0 kJ/mol
LUMO (alpha / beta) = -4.05 / -7.13 eV
HOMO (alpha / beta) = -11.7106 / -11.6574 eV
<S²> = 6.04

```
! wB97M-V def2-TZVPD RIJCOSX def2/J DEFGRID3
* xyz 1 5
Ir 0.098 -0.173 0.492
C 4.473 -0.124 0.688
C 3.929 0.839 -0.331
C 4.690 1.235 -1.383
C 4.192 2.142 -2.381
C 2.918 2.663 -2.306
C 2.090 2.307 -1.269
C 0.749 2.924 -1.127
C 2.601 1.359 -0.257
N 1.753 0.963 0.765
C 2.098 1.171 2.109
O 2.989 1.878 2.490
C 1.180 0.443 3.050
C 1.270 0.453 4.422
C 0.331 -0.272 5.149
C -0.660 -0.992 4.489
C -0.680 -0.966 3.114
N 0.227 -0.261 2.445
C -1.644 -1.721 2.239
O -2.523 -2.405 2.682
N -1.329 -1.585 0.880
C -2.081 -2.133 -0.127
C -3.480 -1.768 -0.310
C -4.162 -0.796 0.599
C -4.135 -2.328 -1.365
C -3.483 -3.234 -2.218
C -2.132 -3.607 -2.020
C -1.408 -3.061 -1.015
C 0.007 -3.479 -0.745
H 5.341 -0.645 0.292
H 3.730 -0.866 0.989
H 4.782 0.415 1.583
H 5.694 0.841 -1.476
H 4.832 2.417 -3.212
H 2.560 3.355 -3.056
H 0.616 3.723 -1.851
H 0.601 3.318 -0.118
H -0.036 2.185 -1.303
H 2.061 1.021 4.895
H 0.372 -0.277 6.230
H -1.407 -1.572 5.015
H -3.514 0.046 0.848
H -4.430 -1.297 1.532
H -5.072 -0.417 0.139
H -5.165 -2.051 -1.555
H -4.028 -3.656 -3.054
H -1.666 -4.328 -2.678
H 0.389 -4.084 -1.560
H 0.058 -4.057 0.183
H 0.668 -2.620 -0.632
B -2.714 3.720 0.777
C -1.968 2.368 0.723
N -1.373 1.365 0.759
H -3.439 3.684 1.752
H -3.429 3.865 -0.195
H -1.842 4.574 0.744
F 0.077 -0.091 -1.592
Sb 0.066 -0.065 -3.659
F -0.318 1.741 -3.431
F 1.882 0.313 -3.395
F 0.076 -0.032 -5.507
F 0.461 -1.887 -3.533
F -1.741 -0.480 -3.412
*
```

---

C24H24BrIN2O2PtS2 as an isolated structure. Source: the Open Molecules 2025 dataset; level of theory: ωB97M-V/def2-TZVPD.

Output
orbital gap = 5.979 eV
total energy = -135414.6634 eV
energy above the lowest of the compared OMol25 structures with the same formula, charge and spin = 0.0 kJ/mol
LUMO = -0.72 eV
HOMO = -6.6985 eV

```
! wB97M-V def2-TZVPD RIJCOSX def2/J DEFGRID3
* xyz 0 1
Pt -0.555 -0.609 -0.151
C 1.209 1.358 1.434
N 1.187 -0.070 1.008
C 2.339 -0.254 0.056
C 2.130 -1.375 -0.944
N 0.887 -1.128 -1.714
C 1.035 -0.016 -2.685
C 0.377 -2.292 -2.438
C 1.235 -3.141 -3.115
C 0.726 -4.194 -3.861
C -0.646 -4.380 -3.934
C -1.504 -3.533 -3.252
C -1.005 -2.480 -2.491
S -2.131 -1.426 -1.616
C 1.325 -0.997 2.147
C 2.123 -0.663 3.234
C 2.285 -1.556 4.276
C 1.651 -2.790 4.233
C 0.846 -3.119 3.160
C 0.671 -2.221 2.108
S -0.400 -2.676 0.781
H 2.207 1.623 1.785
H 0.488 1.565 2.229
H 0.991 1.966 0.558
H 3.247 -0.428 0.636
H 2.464 0.692 -0.469
H 2.017 -2.334 -0.439
H 3.001 -1.425 -1.605
H 1.806 -0.263 -3.419
H 1.286 0.910 -2.173
H 0.081 0.123 -3.189
H 2.306 -2.989 -3.063
H 1.399 -4.864 -4.379
H -1.053 -5.200 -4.511
H -2.574 -3.696 -3.285
H 2.595 0.307 3.294
H 2.885 -1.277 5.131
H 1.761 -3.488 5.053
H 0.319 -4.065 3.137
I -1.230 1.853 4.301
C -1.935 -0.117 1.235
H -1.551 -0.093 2.257
H -2.831 -0.726 1.160
Br -2.996 7.890 -0.160
C -2.624 6.040 -0.101
C -2.113 5.420 -1.235
C -1.831 4.068 -1.187
C -2.084 3.350 -0.022
C -2.593 3.981 1.111
C -2.858 5.339 1.072
C -1.759 1.919 0.037
O -0.918 1.405 -0.744
O -2.359 1.257 0.961
H -1.937 5.992 -2.134
H -1.427 3.561 -2.053
H -2.729 3.418 2.029
H -3.234 5.849 1.947
*
```